1.
171
Properties=species:S:1:pos:R:3:lowdin_charge:R:1 method="wB97M-V/def2-TZVPD" spin_multiplicity=1 e_homo_ev=-11.093 total_charge=+1 lumo_ev=-2.87 orbital_gap_ev=8.2
C -5.58 -1.38 -6.26 -0.17
H -6.13 -1.61 -4.18 0.14
H 7.83 -1.98 4.54 -0.01
H 2.69 -0.99 0.54 0.10
H -0.60 -1.57 -8.38 0.14
H 3.65 -0.99 7.61 0.11
H -1.75 3.09 1.59 0.12
H -5.38 -6.08 -8.89 0.14
H -4.54 -4.31 -6.53 0.11
H -2.75 12.05 -2.56 0.14
N 5.74 0.09 2.20 0.12
H 5.97 0.20 6.82 0.09
O -1.87 10.42 -4.59 -0.18
N 4.24 3.20 0.54 0.22
H 0.50 -1.75 -5.53 0.13
C -2.38 3.67 2.25 -0.16
C 2.29 0.82 -0.49 -0.20
C -1.92 5.10 2.42 -0.14
H 7.12 2.32 1.17 0.12
O 0.41 0.81 6.32 -0.21
C -0.95 0.73 -1.54 -0.17
C -2.97 6.48 -2.07 -0.16
H -4.76 -2.09 -6.13 0.11
H 3.62 0.62 6.89 0.10
C -3.41 11.52 -3.24 -0.14
H 0.77 1.92 -2.00 0.09
C -0.55 1.88 6.34 -0.17
O -2.48 0.71 -7.13 -0.21
H 1.10 -8.75 0.83 0.14
H -1.17 -3.01 3.70 0.10
S -2.02 4.28 -1.36 0.57
O -2.33 3.12 3.58 -0.20
H -5.61 -4.32 -8.71 0.13
C 7.34 -2.12 1.67 -0.17
H -1.35 1.64 5.64 0.11
O -2.01 -5.81 0.45 -0.22
I 6.07 -4.28 4.68 0.98
C -4.96 -5.16 -8.47 -0.14
H -3.07 -2.22 4.67 0.10
C 4.50 -0.88 5.68 -0.37
C -0.63 -1.95 -7.36 -0.16
H -5.27 -0.59 -6.94 0.14
O -2.60 5.70 -0.91 -0.20
H -2.39 12.40 -4.95 0.14
H 2.49 -0.67 6.32 0.05
H 0.41 0.79 -3.26 0.10
C 0.47 -7.91 1.09 -0.17
H -1.60 -1.73 -1.36 0.10
O -2.95 8.25 -4.29 -0.21
O -3.46 -6.02 -6.91 -0.18
C 5.92 -0.49 5.98 -0.04
H -2.65 -3.82 1.80 0.09
C 4.66 -3.73 0.46 -0.12
H 4.16 -0.27 -0.04 0.13
N 6.04 -2.21 2.39 -0.02
H 8.41 -0.45 3.77 0.09
H -3.26 0.20 2.82 0.06
B 5.15 2.22 1.03 -0.71
C -1.05 1.91 7.76 -0.13
H 3.44 3.35 1.16 0.09
H -0.97 -1.49 2.82 0.10
O -0.61 -7.81 0.14 -0.18
O -3.88 4.16 5.19 -0.20
S -8.07 -1.35 -6.34 0.60
N 4.12 -1.30 3.33 -0.03
C 8.56 -1.53 3.87 -0.15
S -1.92 -0.19 -6.18 0.58
C 3.48 -0.44 6.68 -0.02
H -2.03 2.38 7.85 0.14
H -5.48 -5.81 -6.46 0.14
C -3.37 5.44 -3.10 -0.13
S -1.90 -7.17 0.84 0.60
H -1.00 -3.50 1.36 0.09
H 1.28 -1.01 -6.95 0.14
H -2.93 -1.18 1.04 0.09
N 4.16 -1.62 4.68 0.07
H -3.61 11.18 -5.37 0.14
H -0.38 -2.12 -0.19 0.09
O -2.81 3.29 -0.72 -0.23
H -0.35 2.41 8.43 0.14
H 0.42 -7.78 3.26 0.13
H 7.41 -1.24 1.04 0.13
H 1.05 -6.99 1.04 0.11
S -2.54 -5.66 -8.16 0.61
H -2.11 7.06 -2.38 0.08
O -2.40 -0.28 -4.85 -0.23
H 2.57 0.09 3.82 0.12
O -2.98 -8.07 0.71 -0.20
H -4.41 11.96 -3.20 0.14
C 3.19 -0.02 0.43 -0.13
H 2.58 1.36 1.95 0.13
H 6.00 -0.04 1.23 0.12
C -2.95 -1.78 3.68 -0.23
C -4.69 -5.28 -6.99 -0.15
H 2.29 -0.23 -2.34 0.11
O -8.59 -0.54 -7.39 -0.21
C 8.63 -2.19 2.51 -0.71
H -3.41 3.62 1.89 0.14
C -1.28 -1.53 -0.34 -0.18
H 4.41 -4.57 -0.18 0.06
H -0.08 2.81 6.03 0.11
O -6.71 -2.05 -6.83 -0.20
H -1.33 1.73 -1.34 0.05
H 6.50 -1.38 6.21 0.06
C 0.46 0.89 -2.18 -0.16
C -2.42 -2.03 0.60 -0.18
O -1.43 4.28 5.52 -0.24
H -1.63 0.31 -2.28 0.10
O 6.43 2.21 0.51 0.14
H -2.24 5.75 1.62 0.12
H -3.71 0.07 4.51 0.08
H -0.12 0.18 0.41 0.09
C -2.85 11.47 -4.64 -0.15
C 1.56 0.00 -1.56 -0.20
C -2.98 -0.25 3.77 -0.11
C 5.62 -3.53 2.77 -0.77
O -1.13 0.52 8.14 -0.17
O -3.47 10.14 -2.83 -0.18
O -2.11 -6.86 -8.78 -0.20
C 4.71 1.15 2.15 -0.64
H -4.37 5.05 -2.91 0.14
C -1.92 -3.02 1.68 -0.22
S -0.04 -0.33 7.35 0.58
H -3.79 -2.06 3.04 0.10
O -2.42 4.37 -2.89 -0.17
O -0.34 0.02 -6.16 -0.19
C -1.00 -0.01 -0.19 -0.18
H 3.86 -2.99 0.47 0.07
H -1.86 0.39 0.34 0.09
C -6.08 -0.83 -4.95 -0.15
O -8.87 -2.34 -5.71 -0.22
O -1.35 -7.20 2.35 -0.18
C 5.29 -1.14 2.65 -0.24
O -1.92 -1.66 -6.81 -0.19
H -5.48 0.00 -4.59 0.13
O 1.06 -0.62 8.20 -0.23
H 1.54 1.31 0.13 0.10
H 9.38 -1.66 1.94 0.09
O -7.42 -0.40 -5.24 -0.18
H -3.14 -2.57 -0.01 0.11
Br 9.32 -4.01 2.60 0.70
H -2.00 0.15 4.06 0.05
H -3.79 7.15 -1.82 0.14
S -2.57 4.26 4.67 0.60
O -1.27 9.07 -2.65 -0.21
O -0.71 -1.36 6.63 -0.21
H -3.31 5.80 -4.11 0.13
H 2.89 1.56 -1.01 0.11
S -2.33 9.30 -3.56 0.60
H -0.47 -3.02 -7.38 0.10
H 6.37 0.04 5.13 0.05
C 4.98 -4.24 1.84 -0.78
Br 4.72 2.22 3.80 0.89
H 4.71 4.10 0.49 0.11
C 0.33 -1.21 -6.46 -0.14
C -0.22 -8.07 2.43 -0.16
I 4.35 -6.22 2.20 0.91
H 1.19 -0.96 -1.20 0.09
C 3.33 0.57 1.86 -0.29
H -0.83 5.16 2.52 0.14
O -3.66 -4.95 -9.05 -0.18
H 5.56 -3.29 0.03 0.07
H -0.57 -9.09 2.58 0.14
H 2.20 -1.08 2.58 0.13
H 9.53 -1.65 4.35 0.08
C 3.00 -0.44 2.97 -0.09
O -2.49 5.51 3.68 -0.17
O -0.61 4.28 -1.24 -0.21
O -1.60 -4.66 -7.77 -0.24
C -1.66 -2.31 3.02 -0.20
H 7.35 -2.98 1.01 0.10

=====

2.
148
Properties=species:S:1:pos:R:3:lowdin_charge:R:1 method="wB97M-V/def2-TZVPD" spin_multiplicity=1 e_homo_ev=-11.665 total_charge=+1 lumo_ev=-2.87 orbital_gap_ev=8.8
H -2.90 0.26 1.37 0.10
H 8.36 0.42 6.13 0.12
H -12.81 1.91 -5.06 0.11
O 11.26 -4.60 -0.20 0.01
O -12.12 4.32 -1.65 0.00
O 4.52 2.03 6.01 -0.01
H -3.92 1.18 -1.66 0.14
C 2.13 3.17 0.21 -0.23
H -11.66 0.58 -1.19 0.12
H 2.54 3.45 -0.75 0.13
O 9.35 -4.49 0.78 0.04
H 4.38 -1.58 -0.04 0.09
O 12.14 -9.94 0.65 0.13
H 0.25 -0.69 0.36 0.02
H 5.52 -1.62 -1.42 0.10
H -13.01 3.29 -3.96 0.10
H -0.30 3.93 0.13 0.12
H 13.08 -4.65 -1.10 0.10
H -1.08 1.59 1.23 0.15
O -10.10 1.73 -5.63 0.12
H -2.80 2.40 -2.18 0.14
H 2.14 -5.82 -4.35 0.08
H -10.22 4.94 -2.24 0.09
H 10.47 -8.14 0.02 0.09
H -0.60 2.92 -1.24 0.13
C -12.29 2.65 -4.45 -0.03
C 2.72 -5.55 -2.30 -0.21
H 1.17 1.59 -0.87 0.13
C 12.05 -4.89 -1.36 -0.03
O -12.79 2.33 -1.19 0.03
H 15.17 -11.08 -1.13 0.12
C -5.67 9.91 0.93 -0.06
C -7.15 9.59 1.03 -0.20
H -8.03 2.67 -6.62 0.12
C -11.73 3.13 -1.21 -0.64
N -1.48 2.17 0.50 0.01
H 6.08 -2.01 0.22 0.09
O 4.99 -3.48 -0.66 -0.01
C 2.93 2.46 2.30 -0.09
H -7.73 4.80 0.75 0.10
H 14.56 -10.43 0.39 0.12
H -5.41 10.16 -0.10 0.08
C 10.22 -8.83 -0.78 -0.04
H 7.58 -4.13 1.68 0.12
O -11.47 3.49 -5.27 0.02
H 2.45 3.33 2.73 0.09
H -11.48 6.18 -2.16 0.10
H 7.81 1.10 7.66 0.13
H -3.70 -0.25 -0.10 0.13
O -0.88 3.67 4.41 0.04
H -8.17 2.12 -9.08 0.08
H -2.49 4.82 2.36 0.15
O 3.17 2.58 0.91 -0.15
H -2.37 -2.05 0.65 0.09
O -7.53 8.55 0.12 0.04
C 7.92 -4.61 0.77 -0.21
I 0.21 -2.89 1.78 0.83
Br -2.93 1.84 4.08 0.82
H -7.42 9.31 2.05 0.12
H 3.00 -4.30 -4.04 0.07
C -1.84 -1.21 0.24 -0.29
C -1.88 3.94 2.23 -0.10
C -2.49 3.07 1.16 -0.28
H -9.71 3.00 -9.16 0.08
C -7.33 5.11 -0.21 -0.03
H 11.98 -5.95 -1.62 0.09
H -3.98 4.43 0.65 0.14
C -10.43 2.87 -5.83 -0.61
O 13.28 -10.39 -1.24 0.04
H 7.51 -4.05 -0.07 0.10
H -9.59 1.52 -8.21 0.08
C -1.73 3.30 3.60 -0.72
C -2.19 1.23 -0.45 -0.19
C 14.30 -11.04 -0.47 -0.21
C 3.36 2.52 6.67 -0.04
O -10.60 2.83 -0.90 0.11
H -6.25 4.94 -0.25 0.08
H 6.40 -6.12 0.81 0.08
H -12.35 -0.09 1.13 0.08
C -0.54 -1.04 1.01 -0.68
O 9.41 -4.95 -1.44 0.12
H 9.60 -9.64 -0.40 0.10
H 3.89 -5.82 -4.09 0.09
C -11.07 5.30 -1.68 -0.03
H -1.60 -1.45 -0.79 0.12
C -9.06 2.42 -8.51 -0.06
H 2.33 1.58 2.51 0.08
H 14.72 -12.94 0.44 0.08
H 9.67 -8.29 -1.55 0.09
C 7.52 0.46 6.83 -0.21
O -9.80 3.75 -6.60 0.04
H 8.04 -1.40 7.78 0.08
H 2.65 -6.61 -2.06 0.12
H -2.64 4.39 -0.55 0.15
O 6.44 1.06 6.10 0.04
H -1.44 0.85 -1.13 0.15
H -13.40 0.42 -1.05 0.12
H -7.80 4.52 -0.99 0.09
C -3.25 1.94 -1.30 -0.13
C 3.90 -3.75 -1.37 -0.62
H -0.62 -0.36 1.85 0.03
H 1.78 4.09 0.70 0.12
H -11.69 2.14 -3.69 0.09
H 0.94 1.53 0.85 0.09
H 2.75 3.01 5.92 0.08
H 6.86 -1.56 6.47 0.08
H 7.93 -6.61 1.56 0.08
H 3.87 2.32 2.81 0.09
H 6.36 -0.91 8.03 0.08
C 5.24 -2.08 -0.47 -0.03
O 3.11 -2.94 -1.79 0.11
H 11.74 -4.28 -2.21 0.10
H -0.89 4.31 2.00 0.12
C 13.89 -12.44 -0.06 -0.06
C 9.95 -4.70 -0.39 -0.62
O -7.62 6.48 -0.47 0.01
C -12.55 0.99 -0.71 -0.21
H -7.74 10.45 0.75 0.13
H 13.04 -12.42 0.62 0.07
H -5.43 10.77 1.56 0.08
C 7.48 -6.05 0.74 -0.05
C -2.74 0.01 0.32 -0.13
H -5.06 9.07 1.24 0.07
O 5.38 1.53 8.04 0.13
H -8.10 4.12 -7.62 0.12
H -10.78 5.55 -0.66 0.10
C 2.95 -5.36 -3.78 -0.06
O 3.83 -5.07 -1.52 0.04
C 5.45 1.53 6.84 -0.62
C 0.97 2.20 -0.01 -0.12
O 11.40 -9.35 -1.40 0.01
C 7.18 -0.94 7.31 -0.06
C -0.37 2.90 -0.19 -0.09
H 3.61 3.24 7.45 0.10
O -6.65 6.98 1.50 0.11
C -8.66 3.24 -7.30 -0.22
H 2.79 1.69 7.10 0.10
O -4.04 2.87 -0.60 -0.07
H -3.20 2.41 1.63 0.09
C -7.21 7.31 0.48 -0.62
C -3.28 3.80 0.11 -0.13
H 7.79 -6.53 -0.19 0.07
H 13.61 -13.02 -0.94 0.08
C 12.26 -9.91 -0.54 -0.62
H -11.57 1.50 1.15 0.07
H -13.32 1.39 1.25 0.08
H 1.80 -5.07 -1.97 0.12
C -12.44 0.94 0.80 -0.06